# 1
Computed, not measured: C25H41F3IrO2P2 as an isolated structure at a distorted geometry, with ωB97M-V/def2-TZVPD.

Cartesian coordinates (Å):
Ir (1.363, -1.542, 0.440)
C (-0.569, -1.371, 2.342)
C (-0.166, -2.423, 1.383)
C (1.395, -2.259, 3.179)
C (0.393, -1.299, 3.374)
C (1.121, -2.970, 1.946)
C (-1.774, -0.533, 2.241)
H (-2.366, -0.840, 1.375)
H (-1.520, 0.538, 2.157)
H (-2.410, -0.628, 3.137)
C (0.381, -0.342, 4.517)
H (-0.541, 0.251, 4.511)
H (1.244, 0.344, 4.457)
H (0.469, -0.887, 5.469)
C (2.545, -2.502, 4.074)
H (2.223, -2.843, 5.068)
H (3.126, -1.580, 4.222)
H (3.223, -3.251, 3.653)
C (1.657, -4.312, 1.621)
H (0.894, -5.086, 1.769)
H (2.501, -4.515, 2.280)
H (1.998, -4.309, 0.586)
C (-1.018, -3.252, 0.494)
H (-1.346, -4.151, 1.032)
H (-0.431, -3.581, -0.372)
H (-1.884, -2.693, 0.139)
C (-3.094, 3.169, -0.156)
C (-4.236, 2.820, -0.999)
C (-4.300, 1.429, -1.418)
C (-2.974, 0.833, -0.838)
C (-2.098, 1.981, -0.347)
C (-0.976, 2.548, -1.247)
C (-1.335, 3.972, -1.688)
C (-2.416, 4.453, -0.692)
H (-4.370, 1.329, -2.511)
H (-2.487, 0.179, -1.554)
H (-5.172, 0.885, -0.995)
H (-3.118, 5.132, -1.191)
H (-3.378, 3.264, 0.904)
H (-4.973, 3.569, -1.301)
H (-1.959, 5.005, 0.136)
H (-0.431, 4.599, -1.634)
H (-0.103, 2.652, -0.566)
H (-1.715, 4.002, -2.723)
H (-3.218, 0.259, 0.061)
H (-1.621, 1.686, 0.599)
P (0.032, 1.138, -2.284)
C (0.717, 2.323, -3.555)
C (-1.072, 0.226, -3.431)
P (1.712, -1.531, -1.597)
C (1.620, 0.226, -2.151)
C (0.812, -2.665, -2.694)
C (3.440, -1.935, -2.060)
H (1.663, 2.743, -3.178)
H (0.016, 3.133, -3.774)
H (0.935, 1.761, -4.481)
H (-0.662, 0.286, -4.446)
H (-2.062, 0.690, -3.445)
H (-1.183, -0.829, -3.165)
H (3.622, -1.611, -3.096)
H (3.556, -3.024, -1.988)
H (4.124, -1.437, -1.362)
H (2.266, 0.831, -1.480)
H (2.104, 0.239, -3.141)
H (1.287, -3.647, -2.568)
H (0.929, -2.357, -3.741)
H (-0.246, -2.739, -2.421)
F (2.507, 3.065, 2.461)
C (3.151, 1.895, 2.246)
F (4.390, 2.172, 1.759)
F (3.311, 1.261, 3.452)
C (2.342, 0.947, 1.282)
O (1.249, 1.315, 0.807)
O (2.905, -0.201, 1.118)

Relative energy (zero: lowest compared OMol25 entry of this formula, charge and spin) in kcal per mole: 0.0
Frontier orbital gap (alpha / beta) in eV: 5.89 / 6.52
Multiplicity: 6
HOMO energy (alpha / beta) in eV: -12.2190 / -15.2531
Net charge: +2
LUMO (alpha / beta) in eV: -6.33 / -8.73

***

# 2
Computed, not measured: C27H57Be2ClN3O7 as an isolated structure at a distorted geometry, with ωB97M-V/def2-TZVPD.

Cartesian coordinates (Å):
Be (-1.758, -2.930, -2.189)
Be (-2.819, -0.516, 1.666)
Cl (-0.430, -1.070, -0.253)
O (0.503, -1.513, 0.667)
O (0.133, -0.170, -1.158)
O (-1.164, -2.074, -0.930)
O (-1.364, -0.338, 0.539)
C (0.387, -0.292, 2.349)
C (0.056, -1.591, 3.095)
C (1.027, -1.608, 4.281)
C (0.647, -2.497, 5.494)
C (-0.682, -1.773, 5.991)
C (-1.801, -1.797, 4.931)
N (-1.295, -1.397, 3.627)
O (-2.180, -1.543, 2.520)
C (-2.190, -3.342, 4.786)
C (-3.013, -0.925, 5.461)
C (0.342, -2.874, 2.186)
H (-0.284, -0.150, 1.502)
H (1.407, -0.173, 1.984)
H (0.128, 0.539, 3.005)
H (1.985, -1.923, 3.868)
H (1.145, -0.609, 4.700)
H (1.385, -2.510, 6.297)
H (0.612, -3.533, 5.156)
H (-0.604, -0.724, 6.279)
H (-1.020, -2.207, 6.932)
H (-3.043, -3.450, 4.116)
H (-1.389, -3.865, 4.263)
H (-2.411, -3.743, 5.775)
H (-3.454, -1.471, 6.295)
H (-2.845, 0.126, 5.696)
H (-3.837, -1.088, 4.766)
H (1.241, -2.829, 1.571)
H (-0.489, -3.129, 1.528)
H (0.567, -3.785, 2.740)
H (-2.196, -2.503, 2.515)
C (2.730, 1.216, -1.441)
C (3.145, 0.432, -2.692)
C (4.673, 0.261, -2.737)
C (5.278, -0.816, -1.900)
C (4.405, -2.067, -2.098)
C (2.907, -1.948, -2.058)
N (2.408, -0.821, -2.878)
O (1.021, -0.679, -2.794)
C (2.324, -3.249, -2.863)
C (2.505, -1.926, -0.635)
C (2.754, 1.286, -3.880)
H (3.178, 0.818, -0.530)
H (3.050, 2.246, -1.597)
H (1.699, 1.419, -1.152)
H (4.947, 0.226, -3.791)
H (5.104, 1.187, -2.358)
H (6.307, -0.911, -2.249)
H (5.223, -0.453, -0.874)
H (4.837, -2.824, -1.443)
H (4.566, -2.433, -3.112)
H (2.612, -3.153, -3.910)
H (1.235, -3.290, -2.855)
H (2.713, -4.173, -2.435)
H (1.455, -1.696, -0.454)
H (3.046, -1.270, 0.048)
H (2.561, -2.935, -0.226)
H (1.681, 1.404, -4.026)
H (3.133, 2.307, -3.825)
H (2.982, 0.713, -4.779)
H (0.779, -0.473, -1.888)
C (-0.839, 1.208, -2.322)
C (-1.091, 2.366, -1.297)
C (-0.418, 3.731, -1.806)
C (-1.308, 4.403, -2.871)
C (-2.790, 4.570, -2.503)
C (-3.516, 3.378, -1.922)
N (-2.577, 2.557, -1.060)
O (-3.154, 1.561, -0.413)
C (-4.751, 3.916, -1.165)
C (-4.003, 2.368, -3.058)
C (-0.481, 1.916, 0.023)
H (-0.981, 1.441, -3.377)
H (-1.383, 0.313, -2.022)
H (0.149, 0.751, -2.371)
H (-0.127, 4.376, -0.977)
H (0.598, 3.582, -2.170)
H (-1.172, 4.049, -3.893)
H (-1.026, 5.447, -3.007)
H (-3.245, 5.032, -3.379)
H (-2.932, 5.373, -1.779)
H (-5.442, 4.459, -1.811)
H (-5.377, 3.082, -0.851)
H (-4.467, 4.683, -0.445)
H (-3.271, 2.134, -3.831)
H (-4.341, 1.427, -2.625)
H (-4.854, 2.845, -3.546)
H (-0.854, 0.924, 0.280)
H (-0.273, 2.717, 0.732)
H (0.498, 1.475, -0.162)
H (-3.131, 0.794, -0.989)

Relative energy (zero: lowest compared OMol25 entry of this formula, charge and spin) in kcal per mole: 339.5
Frontier orbital gap in eV: 2.64
Multiplicity: 1
HOMO energy in eV: -15.8662
Net charge: +3
LUMO in eV: -13.23

***

# 3
Computed, not measured: C20H41BiCl5N2OPSi2Te2 as an isolated structure, with ωB97M-V/def2-TZVPD.

Cartesian coordinates (Å):
Bi (0.090, 0.272, -0.465)
N (-0.115, 0.102, 2.041)
C (-0.001, 1.185, 3.037)
C (-1.293, 1.978, 3.162)
C (-1.646, 2.845, 1.956)
N (-2.408, 2.099, 0.946)
H (-1.000, -0.389, 2.142)
H (0.634, -0.571, 2.176)
H (0.822, 1.842, 2.747)
H (0.240, 0.748, 4.010)
H (-1.196, 2.627, 4.033)
H (-2.110, 1.278, 3.380)
H (-0.726, 3.175, 1.470)
H (-2.166, 3.745, 2.304)
H (-2.592, 2.699, 0.150)
H (-3.316, 1.828, 1.312)
Cl (3.491, 0.260, 1.215)
C (3.047, -1.210, 0.413)
C (1.741, -1.382, -0.032)
C (1.430, -2.644, -0.534)
Cl (-0.204, -3.002, -1.023)
C (2.373, -3.662, -0.673)
Cl (1.946, -5.189, -1.346)
C (3.686, -3.431, -0.268)
Cl (4.875, -4.660, -0.445)
C (4.021, -2.206, 0.300)
Cl (5.628, -1.941, 0.861)
Te (1.261, 2.659, -0.484)
C (-6.078, -2.637, 2.803)
Si (-5.803, -3.476, 1.158)
C (-6.880, -2.693, -0.149)
C (-6.213, -5.291, 1.314)
C (-4.004, -3.280, 0.676)
Te (-3.436, -1.214, 0.503)
C (-3.394, -1.248, -1.639)
Si (-3.836, 0.324, -2.577)
C (-2.362, 1.446, -2.786)
C (-4.395, -0.212, -4.278)
C (-5.238, 1.242, -1.749)
H (-7.123, -2.711, 3.111)
H (-5.821, -1.576, 2.745)
H (-5.465, -3.094, 3.585)
H (-7.921, -2.637, 0.179)
H (-6.854, -3.267, -1.080)
H (-6.540, -1.676, -0.364)
H (-7.251, -5.427, 1.628)
H (-5.573, -5.775, 2.056)
H (-6.079, -5.811, 0.363)
H (-3.786, -3.738, -0.291)
H (-3.336, -3.741, 1.405)
H (-4.134, -2.012, -1.896)
H (-2.412, -1.612, -1.953)
H (-1.483, 0.889, -3.128)
H (-2.081, 1.980, -1.876)
H (-2.591, 2.199, -3.546)
H (-3.599, -0.737, -4.814)
H (-4.690, 0.653, -4.877)
H (-5.255, -0.884, -4.211)
H (-5.156, 1.219, -0.660)
H (-6.202, 0.800, -2.016)
H (-5.251, 2.287, -2.069)
C (2.372, -0.862, -5.008)
P (2.035, 0.214, -3.607)
C (3.603, 0.399, -2.761)
C (1.602, 1.801, -4.307)
O (0.950, -0.375, -2.743)
H (3.101, -0.409, -5.682)
H (1.440, -1.041, -5.544)
H (2.755, -1.816, -4.644)
H (4.398, 0.615, -3.475)
H (3.818, -0.539, -2.244)
H (3.529, 1.199, -2.021)
H (2.386, 2.161, -4.976)
H (1.450, 2.509, -3.492)
H (0.670, 1.687, -4.862)

Relative energy (zero: lowest compared OMol25 entry of this formula, charge and spin) in kcal per mole: 2.1
Frontier orbital gap in eV: 6.94
Multiplicity: 1
HOMO energy in eV: -6.7090
Net charge: 0
LUMO in eV: 0.23

***

# 4
Computed, not measured: C12H36NO10Pd2 as an isolated structure at a distorted geometry, with ωB97M-V/def2-TZVPD.

Cartesian coordinates (Å):
Pd (-4.106, 0.395, -1.682)
Pd (0.870, -2.449, -0.343)
O (-1.743, -1.018, -0.277)
H (-1.640, -0.451, 0.512)
C (4.897, 1.698, -0.428)
C (3.869, 0.735, 0.198)
C (2.953, 1.179, 1.329)
O (1.883, 0.293, 1.589)
C (0.962, 0.893, 2.483)
N (2.960, 0.164, -0.839)
H (4.382, 2.627, -0.673)
H (5.310, 1.364, -1.380)
H (5.751, 1.915, 0.213)
H (4.452, -0.101, 0.583)
H (2.719, 2.190, 0.994)
H (3.516, 1.315, 2.252)
H (0.231, 1.600, 2.091)
H (1.416, 1.337, 3.368)
H (0.292, 0.109, 2.836)
H (3.641, -0.180, -1.501)
H (2.584, 0.988, -1.287)
C (-4.997, -2.301, 2.748)
C (-5.545, -2.557, 1.369)
O (-5.794, -1.344, 0.812)
O (-4.117, -3.338, 3.149)
H (-5.845, -1.893, 3.298)
H (-4.463, -1.351, 2.753)
H (-6.474, -3.125, 1.412)
H (-4.842, -3.080, 0.719)
H (-6.512, -1.015, 1.358)
H (-4.150, -3.453, 4.102)
C (-2.750, -0.713, -5.558)
C (-1.736, 0.365, -5.048)
O (-2.451, 1.190, -4.261)
O (-3.168, -1.477, -4.467)
H (-2.251, -1.306, -6.325)
H (-3.546, -0.211, -6.108)
H (-1.303, 0.930, -5.873)
H (-0.974, -0.243, -4.561)
H (-2.277, 2.069, -4.605)
H (-3.570, -2.296, -4.765)
C (2.418, -5.010, 2.508)
C (1.216, -4.534, 3.269)
O (0.334, -3.937, 2.425)
O (2.916, -4.197, 1.435)
H (2.177, -6.028, 2.202)
H (3.229, -5.279, 3.185)
H (1.620, -3.893, 4.053)
H (0.723, -5.413, 3.683)
H (-0.563, -4.064, 2.744)
H (3.870, -4.289, 1.378)
C (1.641, 6.101, -0.222)
C (0.973, 5.529, -1.529)
O (0.706, 4.134, -1.216)
O (3.088, 6.153, -0.279)
H (1.223, 5.671, 0.688)
H (1.212, 7.100, -0.142)
H (1.546, 5.640, -2.449)
H (0.022, 6.043, -1.669)
H (-0.103, 4.090, -0.701)
H (3.318, 6.732, 0.452)

Frontier orbital gap (alpha / beta) in eV: 6.53 / 1.88
Multiplicity: 5
HOMO energy (alpha / beta) in eV: -15.9959 / -15.9939
Net charge: +3
LUMO (alpha / beta) in eV: -9.46 / -14.12

***

# 5
Computed, not measured: C6H8AlO5 as an isolated structure at a distorted geometry, with ωB97M-V/def2-TZVPD.

Cartesian coordinates (Å):
Al (1.334, 2.243, -0.371)
O (-0.158, 2.440, 0.099)
O (-1.337, 0.879, 1.176)
C (-2.381, -0.063, 0.863)
C (-2.733, 0.276, -0.591)
O (-1.772, 1.292, -0.938)
C (-0.947, 1.472, 0.069)
H (-1.973, -1.073, 0.979)
H (-3.203, 0.100, 1.565)
H (-3.734, 0.702, -0.708)
H (-2.588, -0.567, -1.275)
O (1.657, 0.547, -0.308)
C (2.767, -0.302, 0.164)
C (2.206, -1.693, -0.097)
O (0.855, -1.415, -0.593)
C (0.614, -0.175, -0.738)
H (3.637, -0.039, -0.443)
H (2.931, -0.077, 1.220)
H (2.093, -2.300, 0.805)
H (2.731, -2.248, -0.879)

Frontier orbital gap in eV: 4.78
Multiplicity: 1
HOMO energy in eV: -22.7878
Net charge: +3
LUMO in eV: -18.01

***

# 6
Computed, not measured: C21H47O2P3Sn as an isolated structure at a distorted geometry, with ωB97M-V/def2-TZVPD.

Cartesian coordinates (Å):
Sn (0.277, -0.419, 0.200)
P (0.559, -2.679, -0.831)
P (2.566, 0.159, 1.434)
P (-2.144, 0.555, -0.069)
H (1.869, 3.639, 0.252)
C (0.832, 3.859, 0.514)
C (0.432, 4.178, 1.744)
H (1.126, 4.294, 2.566)
C (1.348, -2.334, -2.430)
C (1.774, -3.703, -0.018)
C (-1.012, -3.511, -1.183)
C (3.065, 1.679, 2.306)
C (2.887, -1.080, 2.739)
C (4.018, -0.054, 0.321)
C (-2.634, 2.248, 0.376)
C (-3.489, -0.502, 0.479)
C (-2.488, 0.664, -1.857)
H (0.129, 3.781, -0.322)
H (-0.617, 4.382, 1.933)
H (1.535, -3.253, -3.015)
H (2.309, -1.761, -2.363)
H (0.515, -1.820, -2.944)
H (1.777, -4.676, -0.552)
H (1.460, -3.853, 1.039)
H (2.778, -3.225, -0.094)
H (-0.798, -4.503, -1.629)
H (-1.659, -2.928, -1.878)
H (-1.551, -3.675, -0.223)
H (4.166, 1.689, 2.272)
H (2.718, 1.611, 3.346)
H (2.636, 2.585, 1.865)
H (3.969, -1.017, 2.945)
H (2.647, -2.084, 2.366)
H (2.262, -0.850, 3.613)
H (4.906, 0.014, 0.973)
H (4.052, 0.746, -0.435)
H (3.979, -1.031, -0.183)
H (-3.465, 2.531, -0.285)
H (-1.823, 2.982, 0.270)
H (-2.987, 2.261, 1.413)
H (-4.413, -0.102, 0.043)
H (-3.518, -0.494, 1.576)
H (-3.329, -1.524, 0.114)
H (-3.536, 0.967, -1.983)
H (-2.292, -0.280, -2.383)
H (-1.824, 1.437, -2.255)
C (-0.623, 0.929, -4.523)
C (-0.006, 0.468, -5.702)
C (-0.061, 1.257, -6.873)
C (-0.634, 2.551, -6.842)
C (-1.384, 2.930, -5.731)
C (-1.488, 2.062, -4.617)
O (-0.248, 0.370, -3.284)
H (0.728, 0.164, -3.274)
H (0.589, -0.458, -5.652)
H (0.404, 0.926, -7.804)
H (-0.508, 3.282, -7.649)
H (-1.902, 3.888, -5.751)
H (-2.287, 2.288, -3.901)
C (-0.034, -2.633, 4.325)
C (-0.916, -2.047, 3.249)
O (-0.515, -0.723, 2.863)
C (-0.404, 0.202, 3.981)
C (-1.710, 0.371, 4.738)
H (1.043, -2.525, 4.135)
H (-0.238, -3.709, 4.385)
H (-0.242, -2.176, 5.298)
H (-0.843, -2.628, 2.321)
H (-1.975, -2.009, 3.556)
H (0.432, -0.120, 4.641)
H (-0.111, 1.155, 3.519)
H (-1.971, -0.571, 5.235)
H (-1.560, 1.155, 5.485)
H (-2.549, 0.696, 4.104)

Relative energy (zero: lowest compared OMol25 entry of this formula, charge and spin) in kcal per mole: 23.9
Frontier orbital gap (alpha / beta) in eV: 6.57 / 4.50
Multiplicity: 1
HOMO energy (alpha / beta) in eV: -19.9073 / -19.0613
Net charge: +4
LUMO (alpha / beta) in eV: -13.34 / -14.56

***

Question: Which value of multiplicity does entry 2 give?
Answer: 1